Version one
The following is a DFT calculation (ωB97M-V/def2-TZVPD) of an isolated molecule of C2H4NP.

```
8
Properties=species:S:1:pos:R:3:lowdin_charge:R:1
C 0.693 -0.289 0.004 -0.300
C -0.753 -0.815 -0.155 -0.518
N 0.730 0.977 -0.035 -0.023
P -2.093 0.216 0.010 0.811
H 1.770 -0.708 0.079 0.128
H -0.896 -1.905 0.081 0.021
H 1.668 1.310 -0.079 0.038
H -1.119 1.216 0.096 -0.157
```

## Properties
- Structure (SMILES): [H]/N=C/C=P\[H]
- Spin multiplicity: 1
- Frontier orbital gap: 8.79 eV
- Charge: 0
- HOMO level: -9.3 eV

---

Version two
The following is a DFT calculation (ωB97M-V/def2-TZVPD) of an isolated molecule of C2H4NP.

```
8
Properties=species:S:1:pos:R:3:lowdin_charge:R:1
C -0.680 -0.143 -0.203 -0.272
C -1.986 -0.308 -0.006 -0.012
N 0.479 0.055 -0.457 -0.256
P 2.126 -0.176 -0.039 0.719
H -2.581 -0.918 -0.716 0.066
H -2.417 0.334 0.645 -0.001
H 2.291 -0.935 1.283 -0.092
H 2.453 1.112 0.296 -0.152
```

## Properties
- Structure (SMILES): C=C=NP
- Spin multiplicity: 1
- Frontier orbital gap: 9.51 eV
- Charge: 0
- HOMO level: -8.7 eV

---

It is version one that is the least stable of them.

---

Version one
The following is a DFT calculation (ωB97M-V/def2-TZVPD) of the ion C4H11INO with charge +1.

```
18
Properties=species:S:1:pos:R:3:lowdin_charge:R:1
C 0.859 0.873 -0.908 0.023
C 1.317 -0.792 0.751 -0.023
C -2.121 -0.353 -0.674 -0.577
C -1.082 -0.150 0.528 -0.420
N 0.280 -0.334 -0.166 -0.115
O -1.056 1.047 1.186 0.012
I -4.160 -0.068 -0.073 0.863
H 1.931 0.815 -1.162 0.121
H 0.336 1.014 -1.837 0.096
H 0.851 1.811 -0.446 0.089
H 1.726 -0.137 1.483 0.113
H 1.133 -1.715 1.303 0.120
H 2.193 -0.936 0.158 0.097
H -1.955 0.459 -1.530 0.106
H -2.151 -1.339 -0.949 -0.011
H -1.088 -0.891 1.311 0.150
H 0.188 -1.027 -0.991 0.221
H -1.707 1.046 1.917 0.135
```

## Properties
- Structure (SMILES): C[NH+](C)[C@@H](O)CI
- Spin multiplicity: 1
- Frontier orbital gap: 9.72 eV
- Charge: +1
- HOMO level: -13.1 eV

---

Version two
The following is a DFT calculation (ωB97M-V/def2-TZVPD) of a cluster of 2 separate species, C4H11INO in total.

```
18
Properties=species:S:1:pos:R:3:lowdin_charge:R:1
C -0.800 -1.993 0.160 -0.190
C 1.888 0.365 -1.347 -0.045
C -1.214 -1.004 1.259 -0.671
C 0.072 1.417 -0.148 -0.163
N 1.302 1.410 -0.595 0.033
O -0.333 2.366 0.669 0.146
I -3.058 0.090 0.894 0.850
H -0.983 -1.574 -0.756 0.007
H 0.256 -2.406 0.282 0.111
H -1.522 -2.835 0.245 0.091
H 2.730 0.094 -0.725 0.102
H 1.285 -0.495 -1.488 0.074
H 2.259 0.768 -2.425 0.168
H -1.445 -1.508 2.271 0.074
H -0.559 -0.134 1.505 0.006
H -0.650 0.686 -0.496 0.088
H 1.917 2.334 -0.389 0.264
H -1.145 2.420 1.086 0.055
```

## Properties
- Spin multiplicity: 1
- Frontier orbital gap: 9.08 eV
- Charge: +1
- HOMO level: -13.2 eV

---

Version three
The following is a DFT calculation (ωB97M-V/def2-TZVPD) of a cluster of 2 separate species, C4H11INO in total.

```
18
Properties=species:S:1:pos:R:3:lowdin_charge:R:1
C 0.285 1.662 0.459 -0.045
C 2.231 0.189 -0.489 -0.014
C 0.865 0.243 0.201 -0.455
C -2.116 -1.051 0.498 -0.641
N -0.176 -0.592 -0.362 0.043
O -2.217 -2.327 0.329 0.043
I -3.373 0.431 -0.336 1.009
H -0.855 1.622 0.758 0.061
H 0.884 2.266 1.165 0.096
H 0.459 2.108 -0.521 0.078
H 2.516 -0.782 -0.661 0.057
H 3.031 0.813 -0.035 0.122
H 2.255 0.542 -1.424 0.038
H 0.932 -0.098 1.163 0.101
H -1.697 -0.690 1.535 0.131
H -0.316 -0.174 -1.287 0.121
H 0.033 -1.557 -0.569 0.119
H -2.742 -2.603 -0.426 0.137
```

## Properties
- Spin multiplicity: 1
- Frontier orbital gap: 9.63 eV
- Charge: +1
- HOMO level: -14.4 eV

---

It is version three that is the least stable of them.

---

Version one
The following is a DFT calculation (ωB97M-V/def2-TZVPD) of an isolated molecule of C4H9ClN4O4.

```
22
Properties=species:S:1:pos:R:3:lowdin_charge:R:1
C -1.390 2.284 -1.179 -0.047
C -1.226 -3.199 0.542 -0.072
C 3.527 0.252 0.804 -0.074
C -0.843 1.292 -0.182 -0.701
N -1.160 -0.937 0.193 0.107
N 1.366 0.758 0.239 0.052
N -1.773 0.126 -0.059 -0.309
N 0.467 0.762 -0.630 -0.328
O -2.979 0.320 -0.168 0.024
O 0.524 0.371 -1.798 0.019
O -1.980 -2.020 0.355 -0.110
O 2.547 0.236 -0.211 -0.118
Cl -0.703 1.987 1.445 0.750
H -0.897 3.245 -1.068 0.089
H -1.221 1.899 -2.184 0.093
H -2.460 2.397 -1.011 0.089
H -1.964 -3.982 0.695 0.092
H -0.577 -3.115 1.417 0.086
H -0.620 -3.417 -0.341 0.089
H 4.405 -0.207 0.355 0.092
H 3.201 -0.326 1.671 0.087
H 3.755 1.275 1.113 0.087
```

## Properties
- Structure (SMILES): CO/N=[N+](\[O-])C(C)(Cl)/[N+]([O-])=N/OC
- Spin multiplicity: 1
- Frontier orbital gap: 9.90 eV
- Charge: 0
- HOMO level: -9.4 eV

---

Version two
The following is a DFT calculation (ωB97M-V/def2-TZVPD) of a cluster of 2 separate species, C4H9ClN4O4 in total.

```
22
Properties=species:S:1:pos:R:3:lowdin_charge:R:1
C -2.997 -2.689 0.431 0.052
C 1.931 2.745 1.449 -0.140
C 0.561 1.115 -2.030 -0.086
C -2.579 -1.797 -0.452 -0.647
N 0.922 0.653 1.541 0.002
N -0.958 -0.417 -1.240 0.065
N 0.895 -0.542 1.540 -0.031
N -1.197 -1.493 -0.680 -0.324
O 1.934 -1.307 0.993 -0.035
O -0.424 -2.363 -0.249 -0.027
O 1.927 1.450 0.960 -0.155
O 0.342 -0.191 -1.555 -0.113
Cl -3.720 -0.731 -1.216 0.694
H 1.688 -2.175 0.638 0.084
H -3.958 -2.906 0.549 0.017
H -2.331 -3.360 1.054 0.114
H 2.960 3.149 1.298 0.094
H 1.826 2.758 2.525 0.071
H 1.292 3.581 1.040 0.096
H -0.002 1.858 -1.509 0.071
H 0.187 1.302 -2.998 0.058
H 1.703 1.357 -2.087 0.138
```

## Properties
- Structure (SMILES): C=C(Cl)/[N+]([O-])=N/OC.CO/N=N\O
- Spin multiplicity: 1
- Frontier orbital gap: 9.40 eV
- Charge: 0
- HOMO level: -9.5 eV

---

It is version two that is the least stable of them.

---

Version one
The following is a DFT calculation (ωB97M-V/def2-TZVPD) of a structure of composition C2H4ClOP.

```
9
Properties=species:S:1:pos:R:3:lowdin_charge:R:1
C -0.544 0.300 -0.616 -0.337
C -0.440 -0.349 0.790 -0.237
O 0.559 1.187 -0.508 -0.495
P 1.435 0.596 0.708 0.559
Cl 2.483 -0.847 -0.220 0.200
H -0.249 -0.321 -1.472 0.106
H -1.368 0.855 -0.784 0.067
H -1.302 0.037 1.409 0.072
H -0.574 -1.459 0.694 0.064
```

## Properties
- Spin multiplicity: 1
- Frontier orbital gap: 9.92 eV
- Charge: 0
- HOMO level: -9.4 eV

---

Version two
The following is a DFT calculation (ωB97M-V/def2-TZVPD) of an isolated molecule of C2H4ClOP.

```
9
Properties=species:S:1:pos:R:3:lowdin_charge:R:1
C 0.940 -0.087 0.141 -0.452
C -1.517 0.199 -0.067 -0.172
O -0.309 0.901 0.110 -0.297
P 2.388 0.713 0.117 0.527
Cl 3.694 -0.868 0.030 0.075
H 0.471 -1.104 0.170 0.071
H -2.084 0.352 0.856 0.084
H -1.417 -0.784 -0.403 0.038
H -2.166 0.679 -0.953 0.126
```

## Properties
- Structure (SMILES): CO/C=P/Cl
- Spin multiplicity: 1
- Frontier orbital gap: 9.09 eV
- Charge: 0
- HOMO level: -9.0 eV

---

Version three
The following is a DFT calculation (ωB97M-V/def2-TZVPD) of a cluster of 2 separate species, C2H4ClOP in total.

```
9
Properties=species:S:1:pos:R:3:lowdin_charge:R:1
C -2.129 -0.594 -0.199 -0.148
C 1.776 0.960 -0.217 -0.445
O -1.205 -0.547 -0.949 -0.039
P 1.914 -0.662 -0.016 0.401
Cl 1.388 -1.078 1.853 0.110
H -2.706 0.299 -0.121 0.064
H -2.253 -1.340 0.624 0.091
H 1.924 1.257 -1.278 0.002
H 1.290 1.707 0.304 -0.035
```

## Properties
- Structure (SMILES): C=PCl.C=O
- Spin multiplicity: 1
- Frontier orbital gap (spin up / spin down): 9.81 / 9.82 eV
- Charge: 0
- HOMO level (spin up / spin down): -9.5 / -9.5 eV

---

It is version two that is the least stable of them.